# C14H19BrI2N3O4PtS2Si

C14H19BrI2N3O4PtS2Si as an isolated structure (ωB97M-V/def2-TZVPD, the Open Molecules 2025 dataset).

Atoms and positions in Å:
1 Pt 0.44171 0.16105 -0.26668
2 O 1.62339 -0.11045 5.80837
3 C 1.36822 -0.07939 4.50360
4 C 0.10050 0.10740 3.95924
5 C -0.02864 0.12161 2.59718
6 N 0.99913 -0.04284 1.74067
7 C 2.22573 -0.19804 2.27893
8 Br 3.75544 -0.37135 1.19918
9 C 2.44503 -0.23568 3.63423
10 H 0.82659 0.03220 6.33402
11 H -0.77245 0.25221 4.58127
12 H -0.98692 0.30175 2.13698
13 H 3.44181 -0.36595 4.02727
14 C 1.29417 1.14698 -3.72164
15 C -0.10572 0.81711 -3.31900
16 C -1.15164 0.91495 -4.21144
17 C -2.43392 0.51828 -3.83282
18 C -2.68620 -0.02847 -2.59583
19 C -1.60197 -0.14997 -1.72067
20 N -0.38112 0.32901 -2.09344
21 N -1.50093 -0.67315 -0.47745
22 Si -2.76818 -1.61143 0.31294
23 C -3.41190 -2.93544 -0.84514
24 C -2.08294 -2.34288 1.89590
25 C -4.17641 -0.46969 0.77230
26 H 1.62704 0.43288 -4.47703
27 H 1.98163 1.13148 -2.88367
28 H 1.33545 2.14251 -4.16203
29 H -0.96342 1.29733 -5.20377
30 H -3.24759 0.63194 -4.53769
31 H -3.67494 -0.34316 -2.30082
32 H -2.61946 -3.46368 -1.37940
33 H -4.07670 -2.50810 -1.59742
34 H -3.99762 -3.67098 -0.29012
35 H -1.03483 -2.64166 1.82871
36 H -2.66057 -3.22863 2.16946
37 H -2.18598 -1.64236 2.72490
38 H -4.69127 -0.07621 -0.10641
39 H -3.81556 0.38416 1.34991
40 H -4.92490 -0.99128 1.37384
41 O -0.54755 1.77004 0.37403
42 S 0.16024 3.00904 -0.29651
43 O -0.40588 3.24029 -1.58801
44 O 0.22942 4.06275 0.65631
45 S 1.97059 2.00142 -0.41909
46 I 1.77435 -1.91503 -1.21786
47 I 0.32496 -4.08547 -0.77278

Cartesian forces (eV/Å) of the 3 atoms listed first:
0.087 0.602 -0.114
0.044 -0.009 -0.014
-0.012 0.003 -0.013

## Properties
E_HOMO: -11.1664 eV
F_max: 0.012 Eh/bohr
Net charge: +1
Gap between HOMO and LUMO: 5.646 eV

Here are the natural (NBO) charges for atoms 1 to 8, given in e: 1.20 -0.61 0.41 -0.32 0.11 -0.53 0.17 0.15